C30H53Cl3CsF12MgN3O13PS as an isolated structure, computed with ωB97M-V/def2-TZVPD.

Geometry (Å):
C1 2.658 -2.204 0.093
C2 3.085 -0.769 0.277
O1 4.381 -0.518 -0.292
C3 2.090 0.187 -0.361
O2 1.931 -0.031 -1.794
N1 0.647 0.310 -2.099
C4 0.171 1.574 -1.874
C5 -1.128 1.537 -2.218
C6 -2.001 2.766 -2.096
C7 -2.884 2.764 -0.838
C8 -2.155 2.786 0.466
F1 -0.903 2.294 0.596
C9 -2.754 3.217 1.603
F2 -3.178 4.427 1.803
F3 -2.926 2.324 2.659
N2 -1.402 0.266 -2.675
C10 -2.676 -0.215 -3.187
C11 -3.646 -0.633 -2.093
O3 -3.274 -1.847 -1.466
C12 -2.742 -1.657 -0.173
C13 -3.806 -1.519 0.919
F4 -3.372 -0.583 1.806
F5 -4.006 -2.638 1.606
F6 -4.989 -1.095 0.456
C14 -0.291 -0.459 -2.582
H1 2.364 -2.343 -0.950
H2 3.476 -2.839 0.394
H3 1.777 -2.357 0.709
H4 3.095 -0.489 1.335
H5 4.507 0.436 -0.263
H6 1.125 -0.015 0.108
H7 2.431 1.204 -0.149
H8 0.677 2.428 -1.483
H9 -1.349 3.642 -2.123
H10 -2.653 2.809 -2.973
H11 -3.486 3.680 -0.869
H12 -3.597 1.942 -0.790
H13 -3.155 0.519 -3.834
H14 -2.505 -1.082 -3.825
H15 -3.681 0.153 -1.336
H16 -4.647 -0.696 -2.518
H17 -2.160 -2.548 0.066
H18 -2.059 -0.805 -0.131
H19 -0.152 -1.495 -2.834
C15 -2.048 7.177 -0.712
C16 -1.365 6.560 -1.936
O4 -1.662 7.027 -3.035
O5 -0.538 5.615 -1.677
H20 -2.730 7.971 -1.006
H21 -2.613 6.413 -0.175
H22 -1.299 7.592 -0.036
C17 -3.348 6.452 -6.080
S1 -4.872 5.845 -5.353
O6 -5.006 4.413 -5.747
C18 -5.980 6.795 -6.401
H23 -2.534 5.937 -5.584
H24 -3.330 6.233 -7.148
H25 -3.262 7.525 -5.912
H26 -5.796 6.551 -7.447
H27 -5.819 7.859 -6.225
H28 -7.003 6.533 -6.139
C19 2.877 7.381 -4.601
C20 1.516 7.027 -4.019
C21 0.637 8.148 -4.557
O7 1.206 8.532 -5.816
C22 2.492 7.940 -5.966
H29 3.566 6.536 -4.666
H30 3.348 8.160 -3.995
H31 1.181 6.059 -4.421
H32 1.512 6.962 -2.933
H33 0.659 9.017 -3.892
H34 -0.394 7.843 -4.692
H35 2.415 7.141 -6.712
H36 3.200 8.686 -6.330
F7 -0.373 -1.779 3.909
P1 1.163 -2.376 3.991
F8 2.310 -3.069 4.938
F9 1.511 -1.214 2.851
F10 1.422 -1.176 5.083
F11 1.811 -3.296 2.784
F12 0.279 -3.729 4.330
Cs1 2.144 5.278 -2.153
Mg1 -1.539 2.579 4.220
C23 2.149 -7.055 1.257
N3 1.794 -5.624 1.060
O8 0.624 -5.315 1.167
O9 2.701 -4.864 0.800
H37 1.242 -7.609 1.477
H38 2.606 -7.401 0.333
H39 2.850 -7.111 2.085
C24 3.089 -5.776 -2.369
Cl1 4.034 -7.206 -1.942
Cl2 4.145 -4.391 -2.635
Cl3 2.092 -6.086 -3.794
H40 2.433 -5.543 -1.541
C25 -0.404 -6.681 4.515
C26 -1.377 -7.028 3.302
C27 -2.765 -7.374 3.943
O10 -0.898 -8.068 2.715
H41 -0.300 -7.509 5.214
H42 0.581 -6.415 4.139
H43 -0.811 -5.823 5.051
H44 -1.493 -6.102 2.719
H45 -2.706 -8.213 4.634
H46 -3.481 -7.616 3.160
H47 -3.129 -6.504 4.493
C28 4.842 -7.633 8.441
O11 4.848 -6.570 7.489
C29 4.704 -5.355 8.029
O12 4.576 -5.120 9.202
O13 4.727 -4.461 7.046
C30 4.583 -3.106 7.481
H48 4.966 -8.558 7.883
H49 5.670 -7.529 9.141
H50 3.895 -7.666 8.977
H51 5.402 -2.828 8.143
H52 3.625 -2.961 7.977
H53 4.615 -2.479 6.595

Molar mass   1218.348 g mol⁻¹
Kohn-Sham gap   0.0513 hartree
Calculated total energy   -5855.34684 Eh
Multiplicity   1
Charge   +1